# C41H62BrF24O21P2

A 9-piece molecular cluster, C41H62BrF24O21P2 overall in a non-equilibrium geometry (ωB97M-V with the def2-TZVPD basis set, the OMol25 dataset).

CARTESIAN COORDINATES (ANGSTROEM)
C  6.039  3.052  -1.541
C  5.384  1.566  -1.313
C  4.621  0.948  -2.647
C  3.400  1.881  -3.217
C  3.546  1.981  -4.877
C  1.888  1.340  -2.835
Br  1.578  -0.604  -3.366
C  1.710  1.319  -1.172
O  0.235  1.093  -1.013
P  -0.527  2.332  -2.033
C  -1.739  1.146  -2.934
O  -2.942  0.831  -2.096
O  -3.169  -0.455  -2.336
P  -1.130  4.180  -3.022
C  -2.921  4.664  -2.442
O  -1.293  3.988  -4.752
O  0.774  2.266  -3.229
H  5.480  3.732  -2.312
H  7.165  2.894  -1.833
H  6.035  3.601  -0.483
H  6.280  0.813  -1.086
H  4.682  1.616  -0.364
H  4.300  -0.151  -2.348
H  5.464  0.806  -3.480
H  3.489  2.960  -2.748
H  2.889  1.159  -5.420
H  3.233  3.055  -5.285
H  4.674  1.840  -5.234
H  2.422  0.520  -0.658
H  2.126  2.374  -0.830
H  -1.610  2.418  -1.047
H  0.140  3.232  -1.105
H  -1.273  0.099  -3.211
H  -2.180  1.589  -3.944
H  -3.673  -0.808  -1.538
H  -3.514  3.681  -2.197
H  -3.373  5.281  -3.346
H  -2.781  5.392  -1.536
H  -0.962  3.083  -5.050
C  -3.895  11.216  -0.637
C  -2.412  10.920  -0.759
O  -2.205  9.648  -1.390
C  -2.243  9.640  -2.761
O  -2.447  10.640  -3.445
C  -1.960  8.239  -3.300
F  -2.625  7.264  -2.615
F  -0.636  7.919  -3.224
F  -2.313  8.088  -4.608
H  -4.410  10.400  -0.120
H  -4.061  12.146  -0.085
H  -4.360  11.311  -1.623
H  -1.968  10.856  0.239
H  -1.884  11.717  -1.295
C  -5.331  -2.680  -4.058
C  -4.507  -3.463  -3.053
O  -5.195  -4.662  -2.667
C  -5.054  -5.737  -3.507
O  -4.394  -5.713  -4.543
C  -5.794  -6.954  -2.954
F  -7.035  -6.647  -2.476
F  -5.122  -7.534  -1.919
F  -5.980  -7.934  -3.883
H  -6.333  -2.483  -3.664
H  -4.849  -1.727  -4.295
H  -5.459  -3.244  -4.987
H  -4.373  -2.867  -2.145
H  -3.507  -3.690  -3.439
C  -2.962  -7.237  1.459
C  -4.126  -6.265  1.431
O  -3.980  -5.278  2.463
C  -3.175  -4.208  2.166
O  -2.590  -4.068  1.095
C  -3.148  -3.216  3.328
F  -3.016  -3.826  4.541
F  -4.293  -2.478  3.397
F  -2.123  -2.321  3.242
H  -2.855  -7.681  2.455
H  -3.108  -8.038  0.729
H  -2.018  -6.730  1.234
H  -5.057  -6.802  1.634
H  -4.234  -5.793  0.447
C  -6.756  -5.076  5.401
C  -5.932  -5.859  6.407
O  -6.620  -7.058  6.793
C  -6.479  -8.133  5.952
O  -5.819  -8.109  4.917
C  -7.219  -9.350  6.506
F  -8.460  -9.043  6.984
F  -6.547  -9.930  7.541
F  -7.405  -10.330  5.576
H  -7.758  -4.879  5.795
H  -6.274  -4.123  5.165
H  -6.884  -5.640  4.472
H  -5.798  -5.263  7.315
H  -4.932  -6.086  6.020
C  3.721  -1.332  4.156
C  5.137  -0.825  4.360
O  6.010  -1.358  3.352
C  6.024  -0.693  2.153
O  5.340  0.298  1.912
C  7.028  -1.333  1.194
F  6.964  -2.696  1.194
F  8.315  -1.013  1.513
F  6.850  -0.947  -0.101
H  3.706  -2.427  4.120
H  3.069  -0.995  4.966
H  3.308  -0.977  3.207
H  5.516  -1.174  5.325
H  5.175  0.270  4.376
C  -0.512  -3.434  9.401
C  -0.155  -2.137  8.698
O  1.200  -1.765  8.991
C  2.169  -2.360  8.225
O  1.934  -3.174  7.336
C  3.553  -1.838  8.608
F  3.734  -1.759  9.958
F  3.781  -0.585  8.120
F  4.566  -2.620  8.137
H  -0.320  -3.354  10.476
H  -1.567  -3.680  9.248
H  0.096  -4.264  9.030
H  -0.794  -1.330  9.071
H  -0.321  -2.205  7.617
C  4.436  -3.618  -4.047
C  3.453  -3.754  -5.195
O  3.903  -4.752  -6.125
C  3.600  -6.052  -5.809
O  2.989  -6.385  -4.797
C  4.092  -6.999  -6.902
F  5.351  -6.700  -7.335
F  3.293  -6.965  -8.007
F  4.131  -8.302  -6.501
H  5.444  -3.417  -4.426
H  4.140  -2.804  -3.379
H  4.492  -4.542  -3.465
H  3.397  -2.810  -5.745
H  2.441  -3.977  -4.837
C  3.713  7.917  -2.760
C  2.549  8.890  -2.789
O  2.695  9.876  -1.756
C  3.500  10.946  -2.053
O  4.085  11.086  -3.124
C  3.527  11.939  -0.891
F  3.659  11.329  0.322
F  2.382  12.676  -0.822
F  4.552  12.833  -0.977
H  3.820  7.473  -1.765
H  3.567  7.116  -3.491
H  4.657  8.424  -2.985
H  1.618  8.352  -2.585
H  2.441  9.361  -3.772

Calculated values
E_LUMO	1.34	eV
charge	-1
DFT total energy	-240354.35218	eV
HOMO-LUMO gap	5.401	eV

Atom charges from the Löwdin analysis, given in e for atoms 1 to 99: -0.14, -0.25, -0.19, -0.30, -0.11, -0.67, 0.65, -0.26, -0.40, 0.33, -0.27, -0.27, -0.13, 0.74, -0.35, -0.45, -0.40, 0.07, 0.07, 0.08, 0.09, 0.10, 0.09, 0.11, 0.14, 0.07, 0.09, 0.07, 0.12, 0.12, -0.01, -0.02, 0.07, 0.10, 0.12, 0.03, 0.04, 0.03, 0.03, -0.07, -0.21, 0.01, -0.32, 0.14, -0.46, 0.08, 0.12, 0.14, 0.08, 0.08, 0.08, 0.13, 0.12, -0.06, -0.20, 0.00, -0.33, 0.15, -0.47, 0.14, 0.13, 0.14, 0.08, 0.08, 0.08, 0.11, 0.13, -0.06, -0.21, 0.00, -0.32, 0.15, -0.47, 0.13, 0.14, 0.15, 0.08, 0.08, 0.08, 0.13, 0.12, -0.06, -0.21, 0.01, -0.32, 0.14, -0.47, 0.14, 0.14, 0.14, 0.08, 0.08, 0.08, 0.13, 0.12, -0.06, -0.21, 0.01, -0.32